# 1
Molecular formula: C5H32N2O10
Method: DFT, ωB97M-V with the def2-TZVPD basis set

Last column: Mulliken charge in e.
Cartesian coordinates (Å):
C (-0.1094, 1.0523, -1.5500)  -1.741
C (0.2009, 0.5946, -0.0753)  0.660
C (-0.6013, -0.6958, 0.2412)  -0.691
C (-0.4635, -1.2256, 1.7152)  0.044
O (-0.0665, -2.5822, 1.6314)  -0.567
N (1.6738, 0.5289, 0.1122)  0.008
C (2.4815, 1.5045, 0.8570)  -0.714
N (1.7235, 1.6920, 2.2714)  -0.431
H (-0.3438, 0.1912, -2.2616)  0.034
H (-0.9535, 1.6885, -1.5684)  0.508
H (0.7099, 1.4349, -2.0438)  0.503
H (-0.1603, 1.4974, 0.5307)  -0.201
H (-1.6165, -0.5578, 0.0757)  0.741
H (-0.2956, -1.4601, -0.5135)  0.256
H (-1.4679, -1.0692, 2.3081)  0.155
H (0.5149, -0.7511, 2.1721)  -0.152
H (-0.9042, -3.1359, 1.6457)  0.392
H (1.8582, -0.4238, 0.3326)  0.361
H (3.4731, 0.9331, 0.9875)  0.344
H (2.7943, 2.5175, 0.4688)  0.288
H (1.4081, 0.7264, 2.3989)  0.054
H (2.3319, 1.9951, 2.9284)  0.275
O (-1.6627, 1.9624, 2.9277)  -0.834
H (-2.2492, 1.4748, 2.3929)  0.433
H (-0.6283, 1.8269, 2.8290)  0.376
O (-2.2267, -3.9738, 0.8260)  -0.669
H (-1.9008, -3.7854, -0.0185)  0.311
H (-3.2070, -3.7853, 0.7527)  0.325
O (2.4993, -2.3090, 0.7300)  -0.717
H (1.8662, -2.8080, 1.2167)  0.357
H (2.1054, -2.2343, -0.1949)  0.324
O (-0.8634, 1.1661, -4.3326)  -0.578
H (-1.5450, 1.3688, -4.9495)  0.255
H (-0.2490, 1.9131, -4.1451)  0.300
O (-1.3235, -1.4858, -3.1552)  -0.643
H (-0.8651, -0.7414, -3.6606)  0.372
H (-2.1446, -1.1237, -2.8693)  0.309
O (-3.3965, 0.5706, 1.6636)  -0.575
H (-3.8178, 0.8571, 0.8662)  0.260
H (-4.0622, 0.6012, 2.3578)  0.280
O (0.1333, 3.9823, 3.2159)  -0.689
H (0.6369, 3.3098, 2.8972)  0.344
H (-0.7419, 3.6927, 3.1020)  0.432
O (2.2383, 0.4983, -2.8556)  -0.762
H (2.5940, 1.0586, -2.0418)  0.361
H (2.2435, -0.2749, -2.2703)  0.452
O (1.5949, -1.9656, -2.3205)  -0.570
H (1.7607, -2.7445, -2.7146)  0.253
H (1.0239, -1.5059, -2.9136)  0.169

Output
Highest occupied orbital energy, eV: -8.67
Orbital gap, eV: 8.45
Relative energy (zero: lowest compared OMol25 entry of this formula, charge and spin), kcal per mole: 130.63
E_tot, eV: -29156.21818

=====

# 2
Molecular formula: C5H32N3O9
Method: DFT, ωB97M-V with the def2-TZVPD basis set

Last column: Mulliken charge in e.
Cartesian coordinates (Å):
C (3.9588, 1.8709, 0.7630)  -1.112
C (2.7505, 1.0571, 1.3911)  -0.583
C (1.4261, 1.5558, 0.8945)  0.140
C (0.4799, 0.4696, 0.8768)  -0.434
N (-0.8370, 0.9931, 1.3590)  0.056
C (-1.5005, 1.9905, 0.7253)  0.519
N (-2.6131, 2.4774, 1.4587)  -0.421
N (-1.5716, 2.2524, -0.6344)  -0.319
H (3.6925, 2.4212, -0.1946)  0.247
H (4.9323, 1.3362, 0.6965)  0.331
H (3.8408, 2.8395, 1.2939)  0.367
H (2.9135, 0.9548, 2.4936)  0.384
H (2.9736, -0.0321, 1.0243)  0.243
H (1.1551, 2.3929, 1.5727)  0.324
H (1.6338, 1.9918, -0.1405)  -0.193
H (0.8521, -0.2194, 1.7515)  0.162
H (0.5071, -0.2182, 0.0543)  0.040
H (-1.1070, 0.6164, 2.1757)  0.341
H (-2.4474, 2.4923, 2.3516)  0.209
H (-3.1335, 3.2213, 1.0059)  0.235
H (-0.9173, 1.6756, -1.2102)  0.129
H (-1.8597, 3.2177, -0.9782)  0.289
H (-0.7086, -2.6513, -2.1961)  0.316
H (-2.0393, -2.4474, -1.5460)  0.386
O (-1.5541, -2.0850, -2.3307)  -0.730
H (-1.4418, -1.4552, 3.4537)  0.293
H (-2.4583, -0.3952, 3.8960)  0.279
O (-1.8291, -0.6001, 3.1673)  -0.625
H (1.0195, -2.0031, 3.7272)  0.265
H (0.7384, -3.0866, 2.7298)  0.257
O (0.4110, -2.3058, 3.1324)  -0.551
H (-0.4939, -4.1930, 0.5046)  0.299
H (0.7202, -4.6384, -0.5077)  0.319
O (0.3002, -3.9528, -0.0034)  -0.630
H (0.8197, -2.8262, -1.0309)  0.362
H (1.5080, -1.3630, -1.0874)  0.280
O (1.0201, -2.0413, -1.6529)  -0.720
H (-1.5443, -0.5663, -2.9968)  0.436
H (-1.3012, 0.4020, -4.2325)  0.303
O (-1.2533, 0.3293, -3.2927)  -0.668
H (-3.4183, -2.9694, 0.4750)  0.290
H (-2.8919, -1.5917, 0.4393)  0.282
O (-2.6965, -2.4965, 0.0918)  -0.598
H (1.5962, -0.2981, -2.5996)  0.214
H (0.1903, 0.3484, -2.7959)  0.424
O (1.1578, 0.4516, -2.3222)  -0.562
H (2.1650, 2.1231, -1.9429)  0.510
H (2.3685, 2.3821, -3.3637)  0.293
O (2.5188, 2.8024, -2.5409)  -0.680

Output
Total charge: +1
Highest occupied orbital energy, eV: -12.76
Orbital gap, eV: 10.04
Relative energy (zero: lowest compared OMol25 entry of this formula, charge and spin), kcal per mole: 95.84
E_tot, eV: -28595.01893

=====

# 3
Molecular formula: C5H32NO13
Method: DFT, ωB97M-V with the def2-TZVPD basis set

Last column: Mulliken charge in e.
Cartesian coordinates (Å):
C (-0.5351, -2.7255, 1.5579)  -0.888
C (-0.0280, -1.3527, 1.7959)  0.399
N (0.4115, -0.7128, 0.6219)  1.070
C (2.4092, 0.7502, 1.2357)  -1.301
C (0.9475, 0.6374, 0.7489)  1.557
C (0.7246, 1.2844, -0.6346)  -0.837
O (1.4170, 0.5890, -1.6348)  -0.757
O (0.1208, -0.8665, 2.9017)  -0.747
H (-1.4125, -2.6564, 0.9435)  0.330
H (-0.7615, -3.1250, 2.6304)  0.287
H (0.3063, -3.2014, 1.0185)  0.069
H (0.1758, -1.0610, -0.2914)  -0.260
H (2.8991, -0.0731, 0.5703)  -0.033
H (2.4718, 0.5915, 2.2554)  0.540
H (2.8854, 1.7151, 0.8475)  0.312
H (0.3686, 1.1862, 1.5041)  -0.591
H (-0.2766, 1.2193, -1.0487)  0.206
H (1.0066, 2.2983, -0.7391)  0.365
H (2.2564, -4.1215, 0.4998)  0.333
H (2.6181, -2.8811, 1.2875)  0.342
O (2.3464, -3.7851, 1.4669)  -0.674
H (0.4215, 4.1513, 1.0205)  0.416
H (0.8160, 3.2376, 2.0709)  0.281
O (1.1899, 3.8302, 1.4035)  -0.640
H (-4.0177, -0.8342, 1.1846)  0.250
H (-2.8630, -0.6489, 0.0588)  0.480
O (-3.3555, -0.1988, 0.8363)  -0.698
H (-1.1933, 0.8058, 2.8851)  0.315
H (-2.4103, 0.8469, 1.7597)  0.412
O (-2.0747, 1.2268, 2.6091)  -0.730
H (4.3974, 0.5806, -0.9973)  0.310
H (3.3230, 0.6561, -2.1578)  0.357
O (4.2559, 0.7040, -1.9358)  -0.668
H (1.6126, -2.6471, -1.3510)  0.329
H (2.3455, -1.2795, -1.4119)  0.336
O (2.4412, -2.2462, -1.1273)  -0.694
H (-2.7784, -1.9884, -1.7612)  0.263
H (-1.2812, -1.4749, -1.3778)  0.035
O (-2.2971, -1.7658, -0.9852)  -0.751
H (-2.5839, -0.2475, -3.6443)  0.237
H (-1.3412, -0.2270, -2.5817)  0.439
O (-1.9543, 0.2325, -3.1179)  -0.655
H (0.0786, -2.0981, -2.6879)  0.037
H (0.9392, -0.3110, -2.0492)  0.455
O (-0.0659, -1.4016, -2.0658)  -0.787
H (-1.6204, 3.8552, -0.2268)  0.371
H (-1.4058, 3.1446, 1.1492)  0.373
O (-1.4396, 4.0119, 0.7406)  -0.775
H (-3.2467, 1.9939, -0.4553)  0.339
H (-2.9887, 1.9076, -2.0287)  0.312
O (-3.2547, 2.4746, -1.2926)  -0.673

Output
Total charge: -1
Highest occupied orbital energy, eV: -6.58
Orbital gap, eV: 8.95
Relative energy (zero: lowest compared OMol25 entry of this formula, charge and spin), kcal per mole: 79.62
E_tot, eV: -33814.38950

=====

# 4
Molecular formula: C5H33N2O10
Method: DFT, ωB97M-V with the def2-TZVPD basis set

Last column: Mulliken charge in e.
Cartesian coordinates (Å):
C (2.7112, 0.9391, 0.1608)  -0.523
N (1.6493, -0.0620, 0.3336)  0.546
C (1.8982, -1.5361, 0.2303)  -1.203
C (1.0893, -2.0335, -1.0036)  0.598
C (0.9677, -3.6771, -1.0306)  -1.435
O (-0.2629, -1.5069, -1.0804)  -0.484
C (2.4579, 1.7280, -1.1333)  -0.564
N (1.0936, 2.3240, -1.0914)  -0.003
H (3.7798, 0.4717, 0.2192)  0.376
H (2.5547, 1.8029, 1.0226)  0.172
H (1.1478, 0.2516, 1.1124)  0.031
H (3.0583, -1.6359, 0.2093)  0.338
H (1.5763, -1.9164, 1.2118)  0.324
H (1.3860, -1.7145, -2.0174)  0.327
H (1.5161, -4.1920, -1.8822)  0.340
H (1.2452, -4.2749, -0.1638)  0.384
H (-0.0583, -4.0563, -1.3784)  0.312
H (-0.5116, -1.3094, -0.1517)  0.128
H (2.3784, 1.0288, -2.0692)  0.218
H (3.0290, 2.6169, -1.0915)  0.463
H (0.6162, 2.5403, -2.0558)  0.416
H (0.9892, 3.3478, -0.7225)  0.423
H (0.4378, 1.7201, -0.4773)  -0.091
H (-1.0987, -0.0834, -1.8340)  0.480
H (-2.5784, -0.7717, -2.1975)  0.250
O (-1.9397, -0.1301, -2.4299)  -0.682
H (3.0898, -0.0547, 4.1683)  0.307
H (2.6617, -1.5015, 4.0733)  0.321
O (2.3458, -0.5615, 4.4209)  -0.627
H (-1.7783, 2.0783, 0.1473)  0.277
H (-1.3089, 1.4297, 1.5132)  0.165
O (-1.0788, 1.8974, 0.7125)  -0.596
H (-4.1157, 1.5057, 1.9407)  0.248
H (-4.7621, 0.1638, 1.8703)  0.265
O (-4.0269, 0.6564, 1.6579)  -0.505
H (0.0262, 0.0714, -2.9572)  0.198
H (-0.1565, 1.1357, -3.8184)  0.364
O (0.5437, 0.7978, -3.2263)  -0.614
H (-3.7241, -1.4404, -0.2099)  0.242
H (-3.0207, -2.4966, 0.1170)  0.339
O (-3.1542, -1.8697, -0.7432)  -0.585
H (-1.5016, -1.3506, 2.7150)  0.233
H (-1.8723, -0.5578, 1.3813)  0.217
O (-1.1979, -0.8115, 2.0147)  -0.477
H (-0.1997, 1.6506, 2.7928)  0.208
H (0.9833, 1.2696, 3.5190)  0.220
O (0.7350, 1.3460, 2.6510)  -0.451
H (-2.1424, 1.5357, -1.9172)  0.569
H (-3.1545, 2.7479, -1.9233)  0.235
O (-2.3231, 2.4874, -1.5890)  -0.694

Output
Total charge: +1
Highest occupied orbital energy, eV: -11.80
Orbital gap, eV: 9.19
Relative energy (zero: lowest compared OMol25 entry of this formula, charge and spin), kcal per mole: 139.15
E_tot, eV: -29166.60435

=====

# 5
Molecular formula: C5H33N2O9
Method: DFT, ωB97M-V with the def2-TZVPD basis set

Last column: Löwdin spin population.
Cartesian coordinates (Å):
C (1.1507, 0.5007, 1.9811)  0.079
N (2.2063, 1.1482, 1.1891)  0.662
C (3.4975, 0.4947, 1.2126)  0.087
C (-0.1496, 1.1858, 1.4610)  0.012
N (-0.5313, 0.1808, 0.3366)  0.002
C (-1.2526, 2.7500, 3.1482)  0.000
C (-1.3444, 1.4320, 2.3177)  0.001
H (1.1311, -0.5839, 1.8673)  0.006
H (1.3665, 0.7303, 3.0363)  0.045
H (2.2387, 2.1467, 1.4571)  0.015
H (3.4961, -0.4265, 1.8010)  0.012
H (4.2880, 1.0977, 1.6625)  0.017
H (3.7222, 0.2126, 0.1777)  0.039
H (0.1718, 2.0151, 0.8357)  0.001
H (-0.9337, -0.6151, 0.8211)  0.000
H (0.2976, -0.2019, -0.1384)  0.001
H (-1.0545, 0.6129, -0.4436)  0.000
H (-0.4041, 2.7465, 3.8241)  0.000
H (-2.2021, 2.8216, 3.6746)  0.000
H (-1.2888, 3.5736, 2.4228)  0.000
H (-1.3930, 0.6756, 3.1153)  0.000
H (-2.3208, 1.3085, 1.8458)  0.000
H (2.2511, 2.3591, -4.0411)  0.000
H (1.1363, 1.5065, -3.4231)  0.000
O (1.8715, 1.4657, -4.0409)  0.000
H (2.6238, -1.3327, -1.2211)  0.000
H (1.4833, -2.3854, -1.2555)  0.000
O (1.6712, -1.4255, -1.1686)  0.001
H (-3.5557, -1.9993, 1.7136)  0.000
H (-2.9788, -1.7129, 0.2084)  0.000
O (-2.7544, -1.9749, 1.1484)  0.000
H (0.4607, -3.4917, 0.3382)  0.000
H (0.8714, -4.8469, -0.3833)  0.000
O (0.7170, -3.8957, -0.4984)  0.000
H (-2.8825, -0.9819, -1.8665)  0.000
H (-3.1756, -2.4581, -1.8143)  0.000
O (-3.3814, -1.6456, -1.3189)  0.000
H (0.2544, -0.4231, -4.8020)  0.000
H (-0.9780, 0.4102, -5.1085)  0.000
O (-0.6727, -0.3442, -4.6040)  0.000
H (-0.5397, -4.0777, 2.0169)  0.000
H (-1.2935, -2.8495, 1.5054)  0.000
O (-0.3895, -3.1333, 1.8369)  0.000
H (-1.0236, -0.2309, -2.7768)  0.000
H (-2.0217, 0.9861, -2.7666)  0.000
O (-1.6379, 0.3016, -2.2252)  0.000
H (1.6613, 2.4038, -0.6509)  0.003
H (0.7139, 3.4636, -1.1967)  0.000
O (0.8774, 2.5072, -1.2107)  0.015

Output
Total charge: +2
Highest occupied orbital energy (alpha / beta), eV: -16.58 / -16.58
Orbital gap (alpha / beta), eV: 10.33 / 5.03
Multiplicity: 2
Relative energy (zero: lowest compared OMol25 entry of this formula, charge and spin), kcal per mole: 40.17
E_tot, eV: -27111.57811

=====

Q: Which formula does entry 1 have?
A: C5H32N2O10

=====

Q: Which of these has the highest E_tot?
A: C5H33N2O9

=====

Q: Among the records above, which one has the highest relative energy (zero: lowest compared OMol25 entry of this formula, charge and spin)?
A: C5H33N2O10